Entry 1:
ORCA calculation (ωB97M-V with the def2-TZVPD basis set) on an isolated molecule of C10H9Br at a distorted geometry.

Each line ends with the Löwdin charge.
Element x y z (Å)
Br 4.11976 0.19113 -0.05468  0.690
C 1.28271 -1.18861 -0.67944  -0.084
C -0.15119 0.45416 0.38620  -0.270
C 0.55127 -2.26332 -0.34510  -0.087
C -0.50252 -2.07511 0.56989  -0.079
C -1.31063 1.06320 -0.31418  -0.238
C -0.81833 1.77681 0.88246  0.009
C 1.21171 0.13931 -0.06375  -0.265
C -1.98499 1.15563 -1.40979  0.076
C -0.81512 -0.82576 0.96124  0.017
C 2.34736 0.79941 0.26753  -0.501
H -0.27672 2.67759 0.68769  0.102
H 2.15519 -1.47937 -1.37426  0.115
H -1.09697 -2.81736 1.03241  0.095
H -1.41022 1.90105 1.76542  0.100
H 2.22095 1.75275 0.68416  0.036
H -1.86799 0.61433 -2.24789  0.017
H -2.91859 1.84177 -1.58959  0.108
H 0.76058 -3.20490 -0.76441  0.094
H -1.49626 -0.51271 1.60609  0.066

- calculated total energy (eV) = -80553.7333
- LUMO (eV) = 0.162
- SMILES string = C=C1C[C@@]12C=CC=C/C2=C\Br
- orbital gap (eV) = 8.129
- ΔE to the lowest compared entry with this formula, charge and spin (kJ/mol) = 329.70

Entry 2:
ORCA calculation (ωB97M-V with the def2-TZVPD basis set) on the ion C2H6NOS2 with charge +1 at a distorted geometry.

Each line ends with the Löwdin charge.
Element x y z (Å)
S -2.21848 0.92974 -0.45646  0.447
S -1.82786 -0.80321 0.51829  0.514
O 0.11460 -0.47413 -1.27176  -0.089
N 1.00010 0.57598 0.59874  0.218
C -0.43204 -1.56123 -0.53104  -0.374
C 0.65213 0.48842 -0.63356  -0.324
H 0.74928 1.46876 -1.32935  0.227
H 1.45309 1.40368 1.10154  0.214
H -1.13408 1.74929 -0.24052  -0.152
H 0.65981 -0.21755 1.11864  0.094
H 0.37748 -1.94395 0.15782  0.121
H -0.77610 -2.29768 -1.22846  0.101

- total charge = +1
- calculated total energy (eV) = -27371.0173
- LUMO (eV) = -4.305
- SMILES string = [NH2+]=COCSS
- orbital gap (eV) = 9.330
- ΔE to the lowest compared entry with this formula, charge and spin (kJ/mol) = 12.69

Entry 3:
ORCA calculation (ωB97M-V with the def2-TZVPD basis set) on a structure of composition CHNS4 at a distorted geometry.

Each line ends with the Löwdin charge.
Element x y z (Å)
S 2.03353 1.05314 -1.96337  0.144
S -0.33641 0.53180 1.75498  0.665
S 1.31372 0.60294 -0.30908  0.156
S -2.26649 -1.80111 -1.22533  0.667
N -1.33163 -1.02371 -0.26760  -0.636
C -0.54250 -0.16633 0.19985  -0.909
H 1.12979 0.80327 1.81056  -0.087

- calculated total energy (eV) = -45880.2660
- LUMO (spin up / spin down) (eV) = -1.914 / -1.892
- orbital gap (spin up / spin down) (eV) = 6.682 / 6.164
- ΔE to the lowest compared entry with this formula, charge and spin (kJ/mol) = 314.41

Entry 4:
ORCA calculation (ωB97M-V with the def2-TZVPD basis set) on a structure of composition C14H14N8O2Pd.

Each line ends with the Mulliken spin population.
Element x y z (Å)
Pd -0.22593 0.09586 -0.17798  1.652
O 2.37970 2.44344 2.18238  0.473
O 2.05716 3.61711 0.34964  0.476
N 1.05461 1.61783 0.56722  0.179
N -2.48546 -3.19761 0.17540  0.012
N -3.19928 -3.82382 1.17643  0.000
N -1.18908 -1.87328 -0.76230  0.044
N 0.38283 1.45197 -1.90439  0.113
N 1.01708 -0.76113 1.50767  0.130
N -1.85957 -2.07872 0.37076  -0.021
N -2.27809 -3.75982 -0.98822  0.006
C 1.13896 3.66347 -2.44760  -0.002
C 1.65604 0.13842 2.29523  0.077
C -1.45350 -2.90225 -1.57103  0.003
C 2.30797 -0.20777 3.45377  0.001
C 1.70976 1.51641 1.72828  -0.032
C 0.93677 2.63814 -1.55394  0.071
C 0.18135 2.26614 -4.13379  -0.001
C -2.55717 1.15900 0.04995  0.740
C 1.69787 -2.47265 3.01778  0.002
C 1.05184 -2.03891 1.86242  0.001
C 0.74717 3.47209 -3.77218  0.000
C 0.01448 1.27725 -3.16659  0.001
C 2.32081 -1.54925 3.83142  -0.003
C 1.37473 2.71291 -0.13034  -0.039
H -1.05684 -3.03423 -2.56227  0.000
H 0.55905 -2.74646 1.21123  0.006
H -2.69566 1.08885 1.11958  0.026
H 2.80693 0.55531 4.03587  0.001
H 0.89093 4.25722 -4.50182  0.000
H -0.42014 0.31934 -3.42231  0.003
H 2.82524 -1.85827 4.73651  0.000
H 1.59435 4.58686 -2.11561  0.000
H 1.70013 -3.52699 3.25468  0.001
H -3.78869 -3.14163 1.64468  0.000
H -3.08365 0.46726 -0.59153  0.032
H -0.13001 2.07089 -5.14999  0.000
H -2.20724 2.09688 -0.36124  0.046
H -3.77546 -4.53986 0.74226  0.000

- total charge = +2
- calculated total energy (eV) = -34219.2879
- <S²> = 6.0174
- LUMO (spin up / spin down) (eV) = -7.357 / -9.490
- multiplicity = 5
- orbital gap (spin up / spin down) (eV) = 7.962 / 6.888
- ΔE to the lowest compared entry with this formula, charge and spin (kJ/mol) = 0.00